No. 1
The following is a quantum chemistry calculation of C31H27ClFN3O9S2Ti as an isolated structure, from OMol25.

Values from the calculation:
- total charge = -2
- ⟨S²⟩ = 2.031
- calculated total energy (eV) = -115515.914
- 2S+1 = 3

CARTESIAN COORDINATES (ANGSTROEM)
Ti 1.127 0.586 0.698
O 4.150 -0.267 3.683
S 4.171 0.440 2.424
O 5.374 0.272 1.634
O 2.978 0.178 1.610
C 4.219 2.182 2.908
C 5.485 2.515 3.393
C 5.775 3.775 3.879
C 4.785 4.744 3.883
C 3.528 4.432 3.403
C 3.219 3.161 2.915
S 1.528 2.983 2.330
O 0.899 4.247 2.625
O 1.637 2.712 0.880
O 0.951 1.813 2.971
H 6.251 1.752 3.371
H 6.769 3.998 4.249
H 4.990 5.741 4.255
H 2.738 5.169 3.392
C -5.573 -2.891 0.844
C -5.641 -1.454 0.340
C -6.443 -1.397 -0.955
C -6.587 0.034 -1.437
C -5.240 0.703 -1.505
C -5.058 1.796 -2.386
C -3.811 2.380 -2.454
F -3.643 3.429 -3.311
C -2.738 1.957 -1.711
C -2.900 0.860 -0.821
C -1.802 0.416 -0.040
O -0.653 1.003 -0.187
C -2.044 -0.669 0.879
C -3.269 -1.238 0.919
N -4.318 -0.875 0.113
C -4.182 0.235 -0.744
C -1.028 -1.237 1.837
O -1.310 -2.248 2.488
O 0.101 -0.635 1.932
H -6.581 -3.310 0.836
H -5.189 -2.970 1.859
H -4.938 -3.490 0.188
H -6.173 -0.846 1.089
H -7.420 -1.856 -0.782
H -5.920 -1.994 -1.710
H -7.261 0.581 -0.766
H -7.054 0.052 -2.426
H -5.871 2.159 -3.002
H -1.774 2.441 -1.776
H -3.422 -2.046 1.615
C 1.944 -2.924 1.361
C 1.362 -2.589 0.036
N 1.005 -1.399 -0.396
C 0.410 -1.574 -1.623
C 0.433 -2.887 -1.958
N 1.038 -3.521 -0.892
H 2.561 -2.100 1.710
H 2.547 -3.833 1.303
H 1.138 -3.056 2.086
H 0.014 -0.732 -2.164
H 0.098 -3.417 -2.832
H 1.235 -4.502 -0.814
Cl 3.970 -3.079 -5.148
C 3.538 -1.817 -3.998
C 2.645 -0.828 -4.364
C 2.298 0.148 -3.442
C 2.817 0.170 -2.135
C 2.381 1.134 -1.137
C 3.756 -0.835 -1.823
C 4.105 -1.817 -2.731
H 2.217 -0.826 -5.359
H 1.586 0.916 -3.726
H 1.852 1.987 -1.566
H 3.210 1.485 -0.523
H 4.192 -0.835 -0.829
H 4.817 -2.589 -2.464

***

No. 2
The following is a quantum chemistry calculation of C31H27ClN3O6SSrTe as an isolated structure, from OMol25.

Values from the calculation:
- total charge = -1
- calculated total energy (eV) = -80835.022
- 2S+1 = 1

CARTESIAN COORDINATES (ANGSTROEM)
Sr 0.210 -0.882 -0.033
O -0.909 -0.661 -4.031
C -0.782 -1.440 -2.961
O 0.262 -1.853 -2.527
C -2.096 -1.764 -2.305
C -3.296 -1.334 -2.842
C -4.461 -1.630 -2.153
C -4.368 -2.345 -0.973
C -3.106 -2.728 -0.519
N -1.982 -2.429 -1.156
C -2.996 -3.568 0.732
O -3.689 -3.097 1.796
O -2.407 -4.602 0.775
H -0.047 -0.233 -4.214
H -3.301 -0.765 -3.759
H -5.421 -1.298 -2.524
H -5.254 -2.606 -0.409
H -3.948 -2.179 1.636
O 0.861 1.519 -3.646
S 0.671 1.546 -2.202
O 1.661 0.816 -1.414
N -0.697 1.006 -1.690
C -1.946 1.492 -1.917
C -2.343 2.267 -2.992
C -3.665 2.744 -3.089
C -4.594 2.486 -2.120
C -4.227 1.714 -0.992
C -5.099 1.471 0.091
C -4.652 0.760 1.170
C -3.346 0.235 1.135
N -2.532 0.392 0.122
C -2.923 1.175 -0.906
C 0.744 3.244 -1.697
C 0.965 4.246 -2.626
C 0.990 5.568 -2.202
C 0.792 5.868 -0.862
C 0.568 4.852 0.060
C 0.541 3.529 -0.351
H -1.620 2.504 -3.761
H -3.940 3.345 -3.948
H -5.600 2.882 -2.185
H -6.104 1.877 0.064
H -5.278 0.603 2.040
H -2.938 -0.311 1.983
H 1.117 3.980 -3.664
H 1.164 6.361 -2.919
H 0.811 6.900 -0.534
H 0.413 5.085 1.105
H 0.361 2.731 0.366
Cl -0.190 0.966 2.167
C 7.114 -1.378 4.208
C 5.851 -1.846 3.534
C 5.113 -1.012 2.712
C 3.945 -1.438 2.083
C 3.209 -0.454 1.221
C 3.484 -2.751 2.269
Te 1.709 -3.480 1.345
C 4.227 -3.605 3.103
C 3.791 -5.021 3.361
C 5.385 -3.142 3.716
H 7.273 -0.312 4.042
H 7.989 -1.910 3.825
H 7.075 -1.548 5.286
H 5.447 0.010 2.553
H 3.743 0.495 1.160
H 2.219 -0.240 1.641
H 3.105 -0.840 0.202
H 2.799 -5.046 3.815
H 4.500 -5.524 4.020
H 3.709 -5.581 2.427
H 5.942 -3.817 4.361

***

No. 3
The following is a quantum chemistry calculation of C31H27CoN6O6S3Se as an isolated structure in a non-equilibrium geometry, from OMol25.

Values from the calculation:
- total charge = -2
- ⟨S²⟩ = 6.015
- calculated total energy (eV) = -189290.649
- 2S+1 = 5

CARTESIAN COORDINATES (ANGSTROEM)
Co -0.573 -0.973 -0.893
C 6.792 0.387 -2.900
C 5.805 -0.133 -1.933
C 5.683 -1.498 -1.761
C 4.659 -2.046 -1.007
C 3.729 -1.163 -0.457
C 3.881 0.228 -0.467
C 4.947 0.716 -1.195
S 2.322 -2.003 0.288
O 2.729 -2.293 1.616
O 1.913 -2.973 -0.682
N 0.971 -0.907 0.343
C 0.889 0.098 1.313
C 1.799 0.353 2.355
C 1.518 1.460 3.195
C 0.495 2.360 2.905
C -0.454 2.111 1.878
C -1.552 2.966 1.586
C -2.387 2.624 0.551
C -2.172 1.404 -0.122
N -1.109 0.616 0.111
C -0.217 0.974 1.089
H 6.567 -0.011 -3.908
H 7.801 -0.030 -2.743
H 6.814 1.488 -2.915
H 6.433 -2.142 -2.257
H 4.494 -3.125 -0.938
H 3.149 0.890 0.049
H 5.123 1.761 -1.279
H 2.687 -0.281 2.471
H 2.126 1.654 4.111
H 0.374 3.287 3.491
H -1.689 3.872 2.186
H -3.204 3.281 0.217
H -2.881 1.014 -0.868
C 0.110 -1.349 6.633
C -0.625 -1.588 5.339
C -0.158 -2.542 4.391
C -0.848 -2.692 3.174
C -1.950 -1.918 2.955
C -2.475 -1.027 3.888
C -1.797 -0.849 5.083
S -2.925 -2.059 1.469
O -3.626 -0.793 1.427
O -3.612 -3.323 1.578
N -2.057 -2.207 0.110
C -2.165 -3.494 -0.576
C -1.330 -3.425 -1.957
O -1.466 -4.376 -2.731
O -0.584 -2.404 -2.141
H 1.063 -1.869 6.613
H -0.476 -1.644 7.504
H 0.358 -0.284 6.734
H 0.697 -3.142 4.662
H -0.491 -3.337 2.382
H -3.426 -0.520 3.650
H -2.130 -0.113 5.805
H -3.202 -3.712 -0.816
H -1.787 -4.251 0.100
Se 2.714 -0.391 -4.213
C 1.381 -0.227 -3.084
N 0.506 0.012 -2.334
C -5.175 4.151 -3.832
C -4.003 3.312 -4.288
C -3.171 3.687 -5.378
C -2.183 2.765 -5.745
N -1.999 1.600 -5.097
C -2.848 1.367 -4.073
S -2.839 -0.223 -3.359
N -3.769 2.237 -3.581
H -5.864 4.249 -4.679
H -4.888 5.195 -3.572
H -5.620 3.656 -2.960
H -3.301 4.605 -5.938
H -1.501 2.960 -6.572

***

No. 4
The following is a quantum chemistry calculation of C31H27N8O6Tc as an isolated structure, from OMol25.

Values from the calculation:
- total charge = +1
- ⟨S²⟩ = 0.812
- calculated total energy (eV) = -58983.309
- 2S+1 = 2

CARTESIAN COORDINATES (ANGSTROEM)
Tc -0.865 0.170 0.424
O 1.983 -2.952 -2.922
C 2.435 -1.720 -3.242
C 3.512 -1.643 -4.125
C 4.048 -0.418 -4.463
C 3.535 0.761 -3.923
C 2.479 0.692 -3.042
C 1.908 -0.538 -2.689
C 0.816 -0.544 -1.702
O 0.536 0.542 -1.084
N 0.223 -1.719 -1.458
N -0.709 -1.591 -0.467
C -1.485 -2.583 -0.130
C -2.356 -2.294 0.984
C -3.238 -3.229 1.528
C -4.009 -2.883 2.617
C -3.896 -1.600 3.150
C -3.023 -0.712 2.561
N -2.252 -1.037 1.510
H 1.166 -2.834 -2.384
H 3.899 -2.564 -4.540
H 4.876 -0.377 -5.160
H 3.959 1.717 -4.193
H 2.063 1.588 -2.602
H -1.485 -3.527 -0.660
H -3.315 -4.209 1.076
H -4.702 -3.595 3.043
H -4.492 -1.286 3.994
H -2.927 0.307 2.911
O -3.542 1.010 -3.117
C -3.576 2.343 -2.921
C -4.212 3.104 -3.904
C -4.296 4.473 -3.780
C -3.744 5.122 -2.675
C -3.111 4.379 -1.706
C -3.009 2.984 -1.804
C -2.307 2.236 -0.749
O -2.264 0.936 -0.835
N -1.726 2.923 0.210
N -1.001 2.108 1.051
C -0.350 2.703 1.990
C 0.499 2.044 2.984
C 0.883 2.845 4.073
C 1.702 2.393 5.088
C 2.186 1.093 5.061
C 1.840 0.264 4.007
C 1.025 0.750 3.006
O 0.693 -0.166 1.944
H -3.080 0.614 -2.353
H -4.635 2.584 -4.752
H -4.795 5.046 -4.550
H -3.812 6.196 -2.580
H -2.673 4.861 -0.844
H -0.445 3.781 2.070
H 0.515 3.863 4.099
H 1.966 3.057 5.899
H 2.826 0.723 5.849
H 2.209 -0.752 3.969
C 3.002 -3.950 0.102
N 2.672 -2.584 0.471
C 3.520 -1.459 0.080
C 2.882 -0.264 0.762
O 3.177 0.882 0.778
N 1.798 -0.847 1.480
C 1.716 -2.190 1.285
N 0.806 -2.920 1.906
H 3.192 -3.980 -0.970
H 2.166 -4.612 0.314
H 3.882 -4.293 0.647
H 3.509 -1.311 -1.002
H 4.544 -1.598 0.430
H 0.032 -2.433 2.337
H 0.648 -3.877 1.637